43
Properties=species:S:1:pos:R:3 method="wB97M-V/def2-TZVPD" gap_ev=6.5 total_charge=-1
N 0.8041 1.7920 0.1487
C 1.4078 0.5009 -0.2255
C 2.6810 0.1858 0.5553
C 2.6477 0.2792 2.0824
C 1.7342 -0.6784 2.8365
N 0.3491 -0.1045 2.8306
P -0.9872 -1.0330 2.6053
O -2.2707 -0.3591 2.7800
O -0.9256 -1.6640 1.1098
O -0.8266 -2.2736 3.5873
C 2.2172 -0.9452 4.3136
O 1.5936 -1.8682 4.8755
O 3.1624 -0.2395 4.7247
H -0.1439 1.6403 0.4748
H 0.6866 2.3587 -0.6827
H 1.6462 0.5061 -1.2927
H 0.6789 -0.3001 -0.0908
H 3.0504 -0.8050 0.2650
H 3.4427 0.9022 0.2265
H 3.6555 0.0983 2.4490
H 2.3922 1.2964 2.3861
H 1.7533 -1.6656 2.3422
H 0.3481 0.7092 2.2279
H -0.1131 -2.1484 0.9318
H -0.0580 -2.8352 3.4378
C -0.7912 3.7151 -3.4362
O 0.2316 3.2918 -2.5366
H -1.3484 2.8297 -3.7252
H -1.4689 4.4236 -2.9509
H -0.3701 4.1669 -4.3342
H 0.7397 4.0656 -2.2769
C -2.2568 -5.5102 2.5303
O -3.0282 -4.3836 2.8872
H -2.9385 -6.2607 2.1313
H -1.5193 -5.2724 1.7545
H -1.7340 -5.9428 3.3904
H -2.4224 -3.7192 3.2399
C -2.3668 2.5202 -6.9270
O -1.0638 2.7241 -6.3978
H -3.0677 2.6708 -6.1090
H -2.5992 3.2344 -7.7219
H -2.4942 1.5049 -7.3114
H -0.4275 2.5924 -7.1055


18
Properties=species:S:1:pos:R:3 method="wB97M-V/def2-TZVPD" gap_ev=10.5 relative_energy_kj_mol=395.8 total_charge=0
C -2.0108 -1.3342 -0.2059
C -1.3498 -0.0464 0.5127
C -0.4406 0.6770 -0.5553
C 0.8507 1.2549 0.0539
N 1.6806 0.1669 0.4979
C 2.7190 -0.2850 -0.2795
O 3.4405 -1.1910 0.0332
H -2.5493 -0.9238 -0.9749
H -3.0320 -1.7174 0.5075
H -1.1210 -2.0752 -0.4511
H -0.9651 -0.1990 1.6379
H -2.0846 0.4246 0.7677
H -1.1817 1.5654 -0.7672
H -0.0765 0.0788 -1.3975
H 1.2480 2.0335 -0.4197
H 0.6467 1.8710 0.8805
H 1.5586 -0.4989 1.3905
H 2.6672 0.1987 -1.2305


12
Properties=species:S:1:pos:R:3 method="wB97M-V/def2-TZVPD" gap_ev="8.8 / 8.8" relative_energy_kj_mol=280.8 total_charge=+1
C 0.3365 0.1626 -0.3904
C 0.2742 -0.2564 0.9856
C -1.2084 -0.7594 0.9224
N -0.3386 -0.6100 -1.2186
N 1.0593 1.0745 -0.9224
H 0.9495 -1.0686 1.2933
H 0.6220 0.4984 1.7384
H -1.3441 -1.7998 1.1252
H -1.9721 0.0194 0.8772
H -0.7875 -0.3817 -2.1231
H 1.7132 1.7777 -0.4286
H 0.6959 1.3433 -1.8590


40
Properties=species:S:1:pos:R:3 method="wB97M-V/def2-TZVPD" gap_ev=5.1 relative_energy_kj_mol=127.9 total_charge=-2
Pd -0.0738 0.6628 -0.0815
Cl -0.0392 1.8043 2.2770
C -1.0363 3.2432 2.3138
C -1.2884 3.7682 3.5694
C -2.0693 4.9043 3.7186
C -2.5862 5.4940 2.5731
C -2.3209 4.9532 1.3267
Cl -3.0338 5.7928 -0.0381
C -1.5278 3.7907 1.0977
S -1.2090 3.1546 -0.4641
H -0.8618 3.2739 4.4344
H -2.2665 5.3206 4.6996
H -3.2007 6.3835 2.6370
O 5.7744 -1.7310 -1.9728
S 4.5118 -1.3033 -2.5461
O 4.3769 -1.5078 -3.9727
N 4.0917 0.1687 -2.1087
C 3.0019 0.1762 -1.2924
O 2.4320 1.1562 -0.8284
C 2.5037 -1.2207 -0.9881
C 1.4862 -1.5835 -0.1220
C 1.1868 -2.9407 -0.0161
C 1.8857 -3.8915 -0.7642
C 2.9227 -3.5164 -1.6113
C 3.2150 -2.1659 -1.6908
H 0.9629 -0.8265 0.5137
H 0.4076 -3.2599 0.6628
H 1.6280 -4.9411 -0.6713
H 3.4846 -4.2504 -2.1765
C -2.0337 -3.0779 -0.9628
C -2.3533 -2.5550 0.2883
C -2.3211 -1.1822 0.4658
N -2.0271 -0.3121 -0.5148
C -1.7410 -0.8316 -1.7215
C -1.7109 -2.1987 -1.9789
H -2.0237 -4.1481 -1.1322
H -2.6104 -3.2006 1.1201
H -2.5455 -0.7366 1.4286
H -1.5578 -0.1108 -2.5075
H -1.4339 -2.5548 -2.9638


For reference, DFT total energy by record: -37337.937, -8897.595, -6194.601, -78179.149 eV.